DFT (the ωB97M-V functional and the def2-TZVPD basis) results for a molecular structure, C2HN3O3.

The value obtained for the strongest force on any atom is 4.0 eV/A. As for the lowest unoccupied orbital energy: -0.75 eV. For the total energy, the calculation gives -12695.123 eV. As for the net charge: 0. Its energy above the lowest of the compared OMol25 structures with the same formula, charge and spin is 868.18 kJ/mol.

```
9
Properties=species:S:1:pos:R:3:forces:R:3
C 0.44846 0.70640 0.72356 0.5 0.9 0.3
C -0.27966 -0.45307 1.10507 -1.8 -3.2 1.6
N 1.68460 0.47277 1.06277 0.3 -0.6 0.4
N 0.52451 -1.34443 1.66942 -1.4 1.6 -1.1
N -2.00755 -1.38800 1.26209 3.5 1.6 0.6
O -2.67886 -1.37523 0.32379 -1.5 0.5 -2.6
O -2.12030 -1.95959 2.27602 0.4 -0.2 1.3
O 1.72934 -0.78711 1.63859 0.5 1.0 -0.5
H 0.29290 1.76584 0.38895 -0.5 -1.6 0.0
```
Forces are in eV/Å.